Entry 1:
Computed, not measured: 2 unconnected molecules or ions with the total composition C4H10S2 at a distorted geometry, with ωB97M-V with the def2-TZVPD basis set.

The geometry in XYZ format:
```
16
Properties=species:S:1:pos:R:3
C 1.7708 0.7145 1.1217
H -0.6358 -2.3899 0.7503
H 1.9135 0.7140 2.1965
H 0.7490 1.0654 0.9435
H -1.8428 -2.9591 -0.4054
H 1.8899 -0.2769 0.6936
C -0.8994 -2.4210 -0.3015
S -1.0586 -0.7052 -0.9022
C 2.8148 1.5805 -0.9798
S -1.8276 0.1884 0.7717
H 2.9867 2.5625 0.8577
H 3.4374 2.3238 -1.4642
H 2.3756 0.8306 -1.6195
C 2.6491 1.6777 0.3321
H -3.0856 0.2335 0.3130
H -0.1622 -2.9479 -0.9043
```

Properties
Molar mass ... 122.26 g mol⁻¹
SMILES ... C=CC.CSS
Relative energy (zero: lowest compared OMol25 entry of this formula, charge and spin) ... 29.44 kcal/mol
Maximum force ... 1.1 eV Å⁻¹
Highest occupied orbital energy ... -9.06 eV
Energy ... -954.736664 a.u.

Entry 2:
Computed, not measured: C4H10S2 in the gas phase at a distorted geometry, with ωB97M-V with the def2-TZVPD basis set.

The geometry in XYZ format:
```
16
Properties=species:S:1:pos:R:3
H 1.4048 1.9549 -0.9948
C 0.0212 -0.2243 0.9306
C 1.5393 1.2690 -1.8443
S 0.2034 0.0164 -1.8012
H 1.7895 -0.8522 -0.1164
H -3.3995 -0.1800 2.2948
C 0.7091 -0.8592 -0.2257
C -1.4951 -0.4084 0.8003
H -1.9714 0.3938 0.2380
H 2.5145 0.7853 -1.8075
H 1.4736 1.8092 -2.8059
H -1.6709 -1.3404 0.2673
S -2.1155 -0.6182 2.4991
H 0.3959 -1.8975 -0.2689
H 0.2552 0.8626 1.0142
H 0.3459 -0.7111 1.8203
```

Properties
Molar mass ... 122.26 g mol⁻¹
SMILES ... CSCCCS
Relative energy (zero: lowest compared OMol25 entry of this formula, charge and spin) ... 14.81 kcal/mol
Maximum force ... 1.5 eV Å⁻¹
Highest occupied orbital energy ... -8.72 eV
Energy ... -954.759970 a.u.

Entry 3:
Computed, not measured: 2 unconnected molecules or ions with the total composition C4H10S2 at a distorted geometry, with ωB97M-V with the def2-TZVPD basis set.

The geometry in XYZ format:
```
16
Properties=species:S:1:pos:R:3
H 1.5319 -1.1000 -1.8049
H 2.0112 1.1582 1.7757
H 0.7270 -2.2412 0.6656
S 2.0804 0.8606 0.4645
H -0.7949 1.6496 1.1687
C -1.0398 1.2613 0.2988
H -1.0868 2.0196 -0.5194
H -0.8086 -1.3138 0.8231
C 0.6009 -0.0519 -0.0487
H -3.1075 0.2552 -0.6250
H 0.8847 0.4239 -2.0583
H 0.5916 -0.8373 1.8604
C 0.7475 -0.4063 -1.5110
S -2.4930 0.3499 0.5553
C 0.2449 -1.1835 0.8878
H -0.0896 -0.8442 -1.9328
```

Properties
Molar mass ... 122.26 g mol⁻¹
Relative energy (zero: lowest compared OMol25 entry of this formula, charge and spin) ... 72.53 kcal/mol
Maximum force ... 7.1 eV Å⁻¹
Highest occupied orbital energy (spin up / spin down) ... -4.80 / -9.42 eV
Energy ... -954.541263 a.u.
Spin multiplicity ... 3

Entry 4:
Computed, not measured: 2 unconnected molecules or ions with the total composition C4H10S3 at a distorted geometry, with ωB97M-V with the def2-TZVPD basis set.

The geometry in XYZ format:
```
17
Properties=species:S:1:pos:R:3
H 4.6860 -0.7696 0.0217
H -4.0026 1.0365 -1.3667
H 4.3077 0.2451 1.4247
H 1.2723 -2.5284 0.5735
H -2.0163 0.1932 0.9174
H -3.1794 -0.8794 0.1003
H -4.1202 1.7134 0.2309
H -1.1802 0.8836 -1.6779
S 2.5842 -2.6431 0.5341
C -2.5706 0.0958 -0.0116
C 3.9368 -0.1470 0.4372
H -2.6477 1.9593 -0.7426
S 1.3643 0.0399 1.0713
C 2.6263 -0.7729 0.5504
C -3.3695 1.2465 -0.5659
H 3.7207 0.6826 -0.1753
S -1.4117 -0.3555 -1.3215
```

Properties
Molar mass ... 154.33 g mol⁻¹
Relative energy (zero: lowest compared OMol25 entry of this formula, charge and spin) ... 14.71 kcal/mol
Maximum force ... 5.2 eV Å⁻¹
Highest occupied orbital energy (spin up / spin down) ... -6.34 / -8.82 eV
Energy ... -1352.814401 a.u.
Spin multiplicity ... 3

Entry 5:
Computed, not measured: 2 unconnected molecules or ions with the total composition C4H10Se, with ωB97M-V with the def2-TZVPD basis set.

The geometry in XYZ format:
```
15
Properties=species:S:1:pos:R:3
C 2.3175 -0.5075 0.5928
H -1.2737 -1.0145 -1.3572
H -1.8474 -1.7707 0.1328
C -1.1637 0.2674 0.3771
H -1.0386 0.1553 1.4559
H 3.8509 -0.5449 -1.2746
Se 3.9033 0.0828 0.0625
H -0.1097 2.1651 0.3114
C -0.0827 1.1875 -0.1645
H -0.1122 -1.5367 -0.1310
H -2.1464 0.7179 0.2058
H -0.1902 1.3154 -1.2388
C -1.0977 -1.1012 -0.2858
H 2.1710 -0.1653 1.6285
H 0.9042 0.7257 0.0142
```

Properties
Molar mass ... 137.08 g mol⁻¹
Relative energy (zero: lowest compared OMol25 entry of this formula, charge and spin) ... 80.17 kcal/mol
Maximum force ... 0.8 eV Å⁻¹
Highest occupied orbital energy ... -8.75 eV
Energy ... -2559.692540 a.u.

Entry 6:
Computed, not measured: C4H11B in the gas phase at a distorted geometry, with ωB97M-V with the def2-TZVPD basis set.

The geometry in XYZ format:
```
16
Properties=species:S:1:pos:R:3
H 1.5773 -1.1591 1.2544
C 0.5112 1.4587 0.1339
H -0.9375 -1.7184 -0.2232
H -0.2254 2.1055 -0.1851
C -0.9430 -0.7284 -0.0344
H 1.5127 1.8202 -0.1612
H 2.4876 -0.4935 -0.1366
H -0.9548 -1.0032 1.1674
H -2.1299 1.1267 -0.6842
H 1.6190 -1.6866 -0.3717
H 0.4043 1.5030 1.2310
B -2.2378 0.0571 -0.1675
H 0.6157 0.0683 -1.5200
C 1.5518 -0.8676 0.2347
C 0.3670 0.0434 -0.4114
H -3.2183 -0.5262 -0.1261
```

Properties
Molar mass ... 69.94 g mol⁻¹
Relative energy (zero: lowest compared OMol25 entry of this formula, charge and spin) ... 25.49 kcal/mol
Maximum force ... 6.3 eV Å⁻¹
Highest occupied orbital energy (spin up / spin down) ... -5.34 / -10.71 eV
Energy ... -183.571807 a.u.
Spin multiplicity ... 3

Entry 7:
Computed, not measured: 2 unconnected molecules or ions with the total composition C4H11B2Cl2O4 at a distorted geometry, with ωB97M-V with the def2-TZVPD basis set.

The geometry in XYZ format:
```
23
Properties=species:S:1:pos:R:3
H -3.0293 -1.4711 -1.7737
O -1.1655 -0.3365 -2.0553
C 2.0245 2.2076 1.7952
H 2.0877 2.7097 0.8319
C 0.2256 -2.2125 -2.3242
Cl 2.2151 0.4611 1.5167
H 0.6340 -2.4297 -3.3311
O -0.7017 -1.8908 1.0851
B -1.6267 -1.2345 0.2067
B -1.8643 -1.5278 -1.4343
H 2.8741 2.5202 2.4023
O -1.0789 -2.6473 -2.0455
Cl -0.7112 2.2838 1.5073
H 0.6220 1.9688 3.4248
H 0.7418 3.6070 2.7755
C 0.1976 -0.6423 -2.0910
O -2.3877 -0.1556 0.8248
H -1.9694 0.6424 0.4803
C 0.7368 2.5495 2.5115
H 0.6161 0.0180 -2.8720
H -0.0933 -1.2022 1.3500
H 0.8325 -2.7902 -1.5929
H 0.8201 -0.4275 -1.1919
```

Properties
Molar mass ... 215.66 g mol⁻¹
Maximum force ... 1.7 eV Å⁻¹
Highest occupied orbital energy ... -3.08 eV
Charge ... -1
Energy ... -1430.182205 a.u.

Entry 8:
Computed, not measured: 2 unconnected molecules or ions with the total composition C4H11BrN2 at a distorted geometry, with ωB97M-V with the def2-TZVPD basis set.

The geometry in XYZ format:
```
18
Properties=species:S:1:pos:R:3
H 2.4962 2.1828 -0.7703
C 1.2584 0.3848 -0.4883
N -1.3350 -0.4831 -0.6045
C -1.0792 -1.9286 -0.4908
Br 2.6902 -0.5601 0.3228
C -0.9080 0.0864 1.6500
H 1.0281 0.0409 -1.5497
H -0.2132 -2.0008 0.1949
H -2.0144 -2.4324 0.0240
H -0.8206 -2.3357 -1.4688
C 1.4596 1.8999 -0.5848
H -0.0413 -0.5598 1.9221
H 1.0405 2.4038 0.3280
H -0.7527 0.9964 2.2318
H -1.8628 -0.3653 1.9698
H 0.9288 2.2576 -1.3925
H -1.0241 0.0005 -1.5333
N -0.8504 0.4126 0.2396
```

Properties
Molar mass ... 167.05 g mol⁻¹
Relative energy (zero: lowest compared OMol25 entry of this formula, charge and spin) ... 56.72 kcal/mol
Maximum force ... 3.5 eV Å⁻¹
Highest occupied orbital energy (spin up / spin down) ... -7.45 / -7.40 eV
Energy ... -2842.359817 a.u.

Entry 9:
Computed, not measured: a molecular structure, C4H11CaClFFe, with ωB97M-V with the def2-TZVPD basis set.

The geometry in XYZ format:
```
19
Properties=species:S:1:pos:R:3
Cl 0.6958 1.7528 -0.1239
H -0.7877 -0.5921 -3.7023
C -0.9216 0.1684 -2.9158
H 2.3166 -1.2621 -3.0912
C -1.8621 1.4224 2.0241
C 2.4448 -0.5535 -2.2566
F 2.4144 0.6178 2.7704
H -2.2659 0.8851 1.1573
C -0.5896 -1.9458 3.2884
H -1.6928 -0.1394 -2.1875
H 0.0315 -2.7715 3.7104
H 2.7065 -1.0771 -1.3196
Ca 0.3218 0.2529 2.3862
Fe 0.7424 0.3772 -1.8564
H -1.1688 1.1519 -3.3537
H -2.5334 1.4643 2.8893
H -1.6269 -2.3478 3.3528
H -1.4268 2.3831 1.7276
H 3.2017 0.2134 -2.4995
```

Properties
Molar mass ... 209.51 g mol⁻¹
Maximum force ... 0.9 eV Å⁻¹
Highest occupied orbital energy (spin up / spin down) ... -0.02 / -0.01 eV
Charge ... -2
Energy ... -2660.269796 a.u.
Spin multiplicity ... 6

Entry 10:
Computed, not measured: a molecular structure, C4H11Cl2GaTi at a distorted geometry, with ωB97M-V with the def2-TZVPD basis set.

The geometry in XYZ format:
```
19
Properties=species:S:1:pos:R:3
H -2.6543 -0.5407 -3.2534
C -2.9489 -1.4352 -2.6778
C 0.0578 2.1439 -0.3716
Ga -1.6077 -1.8957 -1.3315
H 0.3614 2.0497 -1.4225
C 0.3483 -0.7648 -1.2567
Cl 1.1117 -0.3105 1.9112
H -2.0840 -3.8108 0.2765
H -0.8694 2.7287 -0.2770
Cl -2.5918 -0.3815 0.5027
C -1.4221 -3.7013 -0.5916
H -1.7012 -4.4415 -1.3522
H -0.3871 -3.9020 -0.2734
Ti -0.2102 0.2452 0.2709
H -3.0843 -2.2697 -3.3702
H 1.1310 -1.5235 -1.1332
H 0.4046 -0.1811 -2.1926
H -3.9018 -1.2240 -2.1750
H 0.8616 2.5950 0.2307
```

Properties
Molar mass ... 247.63 g mol⁻¹
Maximum force ... 2.8 eV Å⁻¹
Highest occupied orbital energy (spin up / spin down) ... -2.56 / -4.49 eV
Charge ... -1
Energy ... -3853.733778 a.u.
Spin multiplicity ... 2

Entry 11:
Computed, not measured: 2 unconnected molecules or ions with the total composition C4H11ClN at a distorted geometry, with ωB97M-V with the def2-TZVPD basis set.

The geometry in XYZ format:
```
17
Properties=species:S:1:pos:R:3
H -1.7072 0.5003 -2.6346
H -0.0919 1.3773 1.5208
H 1.2415 -0.4605 -0.5058
H -1.5054 0.5092 0.0131
C 0.6802 -0.1575 0.3420
C -1.2084 -0.2577 -0.6967
H 0.6390 2.0529 0.2375
H 1.7366 1.4637 1.2748
N 0.6754 -1.1117 1.4101
C 0.7538 1.2467 0.9247
H 1.5925 -1.5516 1.7001
H -0.0834 -1.8726 1.0721
H -0.2054 0.9628 -1.9472
Cl -1.8050 -1.7663 -0.2188
C -0.8782 0.1940 -2.1225
H -0.2286 -0.4891 -2.6047
H 0.3943 -0.6399 2.2350
```

Properties
Molar mass ... 108.59 g mol⁻¹
Relative energy (zero: lowest compared OMol25 entry of this formula, charge and spin) ... 40.57 kcal/mol
Maximum force ... 4.6 eV Å⁻¹
Highest occupied orbital energy ... -13.52 eV
Charge ... +1
Energy ... -673.604898 a.u.

Entry 12:
Computed, not measured: a molecular structure, C4H11ClN3O4Pd, with ωB97M-V with the def2-TZVPD basis set.

The geometry in XYZ format:
```
24
Properties=species:S:1:pos:R:3
C 2.5621 0.7348 -4.4506
Cl -0.1115 2.6382 1.2837
H -2.8533 0.5182 3.3224
C -1.1825 -0.3249 2.2492
H -0.7206 -0.8928 4.2415
H 3.2378 1.3669 -5.0134
H 0.4093 -1.6182 -1.1403
H -0.8666 -0.8063 -1.8320
H 1.5991 0.6928 -4.9589
O -0.0735 -0.5780 2.7061
H -1.8645 -0.1497 5.2657
C -2.3631 -0.4462 3.2232
O 2.4292 1.3728 -3.1663
N 0.9237 -0.2359 -2.5118
N -1.7410 -0.8460 4.5333
Pd -0.0208 0.8255 -0.0131
O -1.5103 0.0501 1.0858
H -3.0843 -1.1889 2.8955
H 3.0043 -0.2558 -4.3430
C 1.6257 0.8986 -2.2510
H 1.0373 -0.7820 -3.3503
H -2.0585 -1.7469 4.8835
N 0.0871 -0.7166 -1.4846
O 1.5351 1.4903 -1.1746
```

Properties
Molar mass ... 307.02 g mol⁻¹
Relative energy (zero: lowest compared OMol25 entry of this formula, charge and spin) ... 0.00 kcal/mol
Maximum force ... 0.3 eV Å⁻¹
Highest occupied orbital energy ... -11.98 eV
Charge ... +1
Energy ... -1212.116163 a.u.